Arrangement one

ORCA calculation (ωB97M-V with the def2-TZVPD basis set) on C4H9NS in the gas phase.

XYZ file:
```
15
C4H9NS (ωB97M-V with the def2-TZVPD basis set)
C -2.349 -0.678 -1.518
C -1.048 -1.307 -0.843
N 0.013 -0.749 -0.451
S 0.213 1.025 -0.532
C 1.829 1.102 0.362
C 1.494 0.537 1.821
H -2.179 -0.179 -2.515
H -3.086 -1.450 -1.619
H -2.801 0.058 -0.858
H -1.100 -2.373 -0.664
H 2.577 0.475 -0.057
H 2.081 2.157 0.402
H 1.216 -0.515 1.847
H 2.455 0.743 2.362
H 0.687 1.154 2.263
```

Summary:
SMILES = C/C=N\SCC
highest occupied orbital energy = -8.48 eV
frontier orbital gap = 9.463 eV

Löwdin atomic charge list, values in e, 8 entries: -0.086 -0.304 -0.278 0.800 -0.497 -0.182 0.085 0.042

Arrangement two

ORCA calculation (ωB97M-V with the def2-TZVPD basis set) on a molecular structure, C4H9NS.

XYZ file:
```
15
C4H9NS (ωB97M-V with the def2-TZVPD basis set)
C -0.406 1.670 -0.148
C -0.696 0.259 0.412
C 0.037 -1.528 -0.131
C 0.643 -0.440 0.726
H -1.325 2.203 -0.848
H 0.702 1.757 -0.689
H -0.607 2.446 0.850
H -1.740 0.370 0.889
H -1.750 -0.742 -0.848
H 0.921 -1.969 -0.646
H -0.621 -2.111 0.526
H 0.964 -0.871 1.694
H 2.788 -0.835 -0.812
N -0.767 -0.578 -0.793
S 1.856 0.370 -0.181
```

Summary:
highest occupied orbital energy = -8.49 eV
frontier orbital gap = 9.030 eV

Löwdin atomic charge list, values in e, 8 entries: -0.212 -0.428 -0.290 -0.643 0.124 -0.007 0.116 0.165

Arrangement three

ORCA calculation (ωB97M-V with the def2-TZVPD basis set) on 2 unconnected molecules or ions with the total composition C4H9NS.

XYZ file:
```
15
C4H9NS (ωB97M-V with the def2-TZVPD basis set)
C -0.703 0.106 -2.873
S -1.283 -0.283 -4.525
H -1.470 -0.134 -2.113
H 0.199 -0.475 -2.632
H -0.451 1.166 -2.746
C -0.066 0.586 1.369
C -0.270 0.841 0.077
C 1.042 -0.940 2.881
N 0.718 -0.538 1.697
H -0.404 1.119 2.244
H 0.199 0.219 -0.671
H -0.889 1.635 -0.307
H 1.649 -1.829 2.964
H 0.688 -0.378 3.729
H 1.041 -1.095 0.906
```

Summary:
highest occupied orbital energy = -5.21 eV
frontier orbital gap = 2.546 eV

Löwdin atomic charge list, values in e, 8 entries: -0.828 0.176 -0.008 -0.016 -0.006 -0.140 0.086 0.117

The structure with the greatest stability is arrangement one.

Arrangement one

ORCA calculation (ωB97M-V with the def2-TZVPD basis set) on 2 unconnected molecules or ions with the total composition C4H9NS.

XYZ file:
```
15
C4H9NS (ωB97M-V with the def2-TZVPD basis set)
C -0.174 -0.512 -1.152
C -0.638 0.280 -0.188
C -1.611 -0.084 0.971
N -0.291 1.635 -0.097
H -0.348 -1.561 -1.127
H 0.356 -0.035 -1.965
H -1.954 -1.152 0.841
H -1.269 0.179 1.928
H -2.569 0.503 0.739
H 0.014 2.246 -0.872
H -0.752 2.187 0.637
C 2.236 -1.043 0.033
S 3.016 0.179 0.646
H 1.952 -0.929 -0.995
H 2.029 -1.893 0.601
```

Summary:
SMILES = C=C(C)N.C=S
highest occupied orbital energy = -8.03 eV
frontier orbital gap = 8.375 eV

Löwdin atomic charge list, values in e, 8 entries: -0.049 -0.474 -0.042 0.061 0.059 0.069 0.089 0.046

Arrangement two

ORCA calculation (ωB97M-V with the def2-TZVPD basis set) on 2 unconnected molecules or ions with the total composition C4H9NS.

XYZ file:
```
15
C4H9NS (ωB97M-V with the def2-TZVPD basis set)
C -2.618 -0.005 -0.033
C -5.017 0.407 -0.219
C 1.170 -0.404 0.616
C 3.582 0.121 -0.627
N -3.842 0.301 0.006
S 2.229 1.011 0.200
H -1.915 0.658 -0.508
H -5.717 0.946 0.388
H 0.356 -0.031 1.230
H 0.774 -0.834 -0.300
H 1.743 -1.143 1.171
H 4.389 -0.069 0.075
H 3.196 -0.812 -1.022
H 3.943 0.748 -1.436
H -2.271 -0.896 0.461
```

Summary:
highest occupied orbital energy = -8.04 eV
frontier orbital gap = 8.974 eV

Löwdin atomic charge list, values in e, 8 entries: -0.053 0.050 -0.447 -0.423 -0.155 0.711 0.067 0.031

The structure with the greatest stability is arrangement one.

Arrangement one

ORCA calculation (ωB97M-V with the def2-TZVPD basis set) on C4H9NS in the gas phase.

XYZ file:
```
15
C4H9NS (ωB97M-V with the def2-TZVPD basis set)
C 1.292 0.539 0.662
C 0.264 -0.166 -0.301
C 0.502 -1.714 -0.240
C -1.240 0.194 0.022
N -1.595 1.539 -0.167
S -2.488 -0.847 0.338
H 2.314 0.312 0.399
H 1.145 0.280 1.733
H 1.180 1.650 0.457
H 0.439 0.117 -1.337
H 0.337 -1.993 0.800
H 1.570 -1.831 -0.485
H -0.202 -2.172 -0.953
H -0.963 2.328 -0.476
H -2.555 1.763 -0.453
```

Summary:
SMILES = CC(C)C(N)=S
highest occupied orbital energy = -8.40 eV
frontier orbital gap = 8.872 eV

Löwdin atomic charge list, values in e, 8 entries: -0.076 -0.409 -0.117 -0.806 0.008 0.637 0.060 0.091

Arrangement two

ORCA calculation (ωB97M-V with the def2-TZVPD basis set) on 2 unconnected molecules or ions with the total composition C4H9NS.

XYZ file:
```
15
C4H9NS (ωB97M-V with the def2-TZVPD basis set)
C 0.672 1.546 -0.503
C -0.029 1.805 0.820
C -1.638 -2.011 -0.259
C 2.309 -0.334 -0.545
N 1.490 0.580 -0.489
S 3.955 -0.355 -0.061
H 0.329 2.185 -1.286
H 0.308 1.262 1.715
H -0.057 2.863 1.129
H -1.140 1.493 0.866
H -2.142 -1.424 0.511
H -1.177 -1.274 -0.831
H -1.126 -2.779 0.213
H -2.367 -2.529 -0.901
H 4.381 0.770 0.601
```

Summary:
highest occupied orbital energy = -8.21 eV
frontier orbital gap = 8.734 eV

Löwdin atomic charge list, values in e, 8 entries: -0.159 -0.099 -0.029 -0.538 -0.077 0.696 0.107 0.070

The structure with the greatest stability is arrangement one.